[1]
# C29H35BN9O2STeYb

A molecular structure, C29H35BN9O2STeYb in a non-equilibrium geometry (ωB97M-V/def2-TZVPD, the OMol25 dataset).

The geometry in ORCA input format:
```
! wB97M-V def2-TZVPD RIJCOSX def2/J DEFGRID3
* xyz -2 2
Yb -0.66549 -0.30689 -0.10157
Te 2.23775 -0.98821 0.89516
S 2.98201 -1.20911 3.42059
O -0.64433 1.88141 -0.69874
O 1.11178 1.64300 0.66073
N -2.43042 -2.58484 1.65531
N -1.17542 -2.39530 1.02548
N 3.73071 1.26621 2.41805
N -2.86302 -0.53582 -0.54518
N -1.58022 0.42114 2.14898
N -3.77878 -0.96751 0.40916
N 3.84696 0.75269 4.75503
N -2.73797 -0.19243 2.60697
N -1.13183 5.21061 -0.90762
C -0.14208 -0.50128 -5.19223
C -1.20288 -4.42062 2.11605
C -0.18143 1.19013 -6.89020
C -4.90872 -0.36034 -1.42197
C 3.50397 0.49122 3.47320
C 0.45286 2.27287 -0.19905
C 0.86594 -0.11771 -2.97659
C -1.95760 1.08637 4.27484
C -2.94777 0.22593 3.86589
C -0.23058 -3.55648 -2.01061
C -3.54154 -0.19073 -1.65491
C 0.85942 -2.65561 -2.12543
C 0.18395 2.17204 -5.93018
C -0.07021 4.76594 -0.05070
C 0.61056 -1.29626 -2.46719
C 1.22333 -5.37719 -1.53361
C 2.37322 -4.50911 -1.60797
C 0.36898 0.41409 -4.29260
C 4.01569 2.65401 2.57732
C -1.08636 1.13193 3.18180
C -0.50622 -3.57754 1.30291
C -2.48427 -3.75038 2.27538
C -0.05354 -4.84943 -1.61384
C 0.90478 3.67222 -0.66066
C -0.39440 -0.14425 -6.49949
C 0.38645 1.77323 -4.60136
C 2.14860 -3.17379 -1.91465
C -5.00347 -0.91031 -0.12552
C 3.99068 1.98544 5.50758
B -3.46641 -1.41737 1.87544
H -1.92245 4.54956 -0.99336
H -0.42688 4.45495 0.93520
H -1.20290 -3.11438 -2.08860
H 4.91965 2.95673 2.02731
H 3.14621 0.98070 1.60927
H 4.17603 1.65573 6.55466
H -0.32700 1.46875 -7.91727
H 4.80237 2.68311 5.26322
H 3.77537 -0.08024 5.33154
H 0.61994 2.46835 -3.80638
H 2.97040 -2.42957 -1.97627
H 0.52076 5.66461 0.13496
H 3.15955 3.27391 2.39931
H 4.30370 2.82920 3.60669
H -0.26133 -1.51913 -4.79651
H -0.19156 1.75055 3.11418
H 3.33866 -4.92145 -1.35748
H 0.32029 3.21270 -6.25581
H -1.83200 1.65746 5.20938
H -3.83911 -0.05518 4.39311
H -0.80060 5.41553 -1.86216
H -0.76444 -0.86759 -7.21196
H -4.46602 -1.63083 2.52348
H 1.37369 -6.43163 -1.31737
H -5.88794 -1.12120 0.42808
H 1.97537 3.83321 -0.40736
H -0.95090 -5.39123 2.58834
H 0.74094 3.70818 -1.72186
H -5.73950 -0.19834 -2.07080
H 0.49519 -3.76366 1.00570
H -3.28014 -3.92430 2.97457
H -3.00409 0.17330 -2.53458
H 1.50850 0.60632 -2.44465
H 3.04572 2.51866 5.54512
H -0.90815 -5.43475 -1.30569
*
```

Its LUMO energy (spin up / spin down) is 0.153 / 0.153 Ha. As for the HOMO energy (spin up / spin down): 1.86 / -0.42 eV. The energy above the lowest of the compared OMol25 structures with the same formula, charge and spin comes out at 85.17 kcal/mol.


[2]
# C29H35Br3F2O12

A molecular structure, C29H35Br3F2O12 in a non-equilibrium geometry (ωB97M-V/def2-TZVPD, the OMol25 dataset).

The geometry in ORCA input format:
```
! wB97M-V def2-TZVPD RIJCOSX def2/J DEFGRID3
* xyz 0 1
Br 0.52467 -1.91623 -1.38364
Br 0.25488 0.92863 0.26843
Br -1.36011 -1.63440 1.19649
F -2.49995 -1.43259 -3.37540
F -1.87497 5.46192 2.19061
O -0.52980 -1.98392 7.32125
O -4.36442 1.47163 0.07102
O 1.36804 -3.03251 -3.97404
O -3.21494 -0.26334 0.89619
O -2.57364 0.83496 -1.00976
O 6.25601 -2.90480 0.62488
O -0.20073 -4.58360 -4.12073
O 4.36063 -1.96407 1.38089
O 1.52073 -4.79225 -2.70137
O 4.39041 -2.43138 -0.69824
O -0.07240 -0.65341 5.44580
O -2.05965 -0.70663 6.30128
C -1.42464 -0.69367 -3.71561
C -0.62714 2.10853 2.13703
C 2.56944 -3.95393 -2.20661
C -2.27867 -0.23111 5.03108
C 3.23108 -1.66466 -0.42946
C 2.66335 -2.93023 -3.30610
C 3.00735 -1.75428 1.06164
C 1.15548 3.50822 2.96827
C 0.84480 -0.56946 -4.62501
C -4.45447 2.10549 -1.20445
C -3.37191 0.60915 0.08922
C -0.84651 -1.22945 6.41660
C -0.67227 -0.69821 -0.35275
C -3.06846 1.91515 -1.75338
C 0.66557 2.26019 2.56798
C -0.62095 -0.38808 3.06243
C 2.84259 -1.45055 -2.99666
C -0.87810 0.03780 4.50386
C -4.84492 3.64636 -1.08994
C 5.09599 -2.51610 0.41243
C 0.82963 -4.16310 -3.69354
C 1.08389 0.56860 -3.93363
C 0.31169 4.59626 2.75470
C -1.05960 4.42466 2.38055
C 2.59021 -0.50505 1.72263
C -1.21446 0.51977 -3.05700
C 0.07090 1.10738 -3.13369
C -0.41561 -1.17976 -4.52512
C -1.50493 3.16659 2.05869
H -3.22839 1.77830 -2.82288
H -1.51169 -0.30647 -0.92721
H 3.48928 -3.15398 -3.98128
H -4.19686 4.28157 -0.48610
H -2.49190 2.81273 -1.52978
H 3.38343 -0.63385 -0.74934
H 3.15991 -0.28821 2.62624
H -5.18045 1.58956 -1.83283
H -2.88174 -0.92716 4.44805
H 1.94823 -1.10785 -2.47630
H 0.61807 5.61506 2.94064
H -2.91125 0.65336 4.95573
H 1.55391 -0.60814 2.04443
H 1.67646 -0.95012 -5.19934
H -0.94917 1.14807 1.76258
H 2.75121 0.36993 1.09288
H 3.56890 -4.38118 -2.12507
H -1.99772 0.89917 -2.41749
H 2.32793 -3.40663 -1.29544
H 2.02620 1.09629 -3.93473
H -2.55161 3.04949 1.81962
H 0.18808 1.95551 -2.47540
H 0.44042 -0.37226 2.81474
H -0.73482 1.11643 4.56796
H 3.73069 -1.26271 -2.39326
H 1.41822 1.48715 2.51967
H 2.55243 -2.65312 1.47790
H -4.78233 4.05121 -2.10003
H 2.17261 3.59203 3.32156
H 2.33936 -2.10755 -0.87306
H 3.04267 -0.91580 -3.92516
H -5.82745 3.84187 -0.66043
H -1.10948 0.22789 2.30743
H -1.04259 -1.37402 2.86692
H -0.59464 -2.16109 -4.93905
*
```

Its LUMO energy is -0.016 Ha. As for the HOMO energy: -8.91 eV.


[3]
# C29H35ClN5PTc

A molecular structure, C29H35ClN5PTc in a non-equilibrium geometry (ωB97M-V/def2-TZVPD, the OMol25 dataset).

The geometry in ORCA input format:
```
! wB97M-V def2-TZVPD RIJCOSX def2/J DEFGRID3
* xyz 4 2
Tc -0.22186 0.16954 0.25372
Cl 2.46241 -1.50259 5.11801
P -0.01821 2.19463 -1.28401
N 1.25947 -0.97086 1.40322
N -0.79567 -1.85090 -0.20918
N -1.68570 -0.23282 1.74024
N -2.13884 0.34945 -0.87392
N 1.51382 1.50926 0.86525
C -3.34791 4.50920 -3.33119
C 0.86552 3.43885 -0.38205
C -2.21171 3.84198 -1.31991
C -3.18761 4.58929 -1.94693
C -3.11145 0.10939 1.35843
C 2.38931 -1.61087 3.42466
C 2.29764 5.15150 1.23866
C 0.90304 4.79807 -0.69881
C -1.62740 -1.68884 2.13396
C 2.72677 -0.16582 -4.06781
C -3.12166 0.92185 0.09390
C 1.35351 -0.40486 -4.11106
C -1.45151 -1.91552 -1.54525
C 0.50834 0.27524 -3.25480
C 3.25858 0.75720 -3.17144
C -1.64084 -2.51536 0.85968
C 2.17030 -1.67902 0.70467
C -1.39128 2.98670 -2.08276
C 2.42201 1.44441 -2.30970
C 3.19028 -2.38748 1.31327
C -1.54162 2.93099 -3.48084
C 3.30337 -2.37052 2.69447
C 1.54998 2.96469 0.71971
C 1.39295 -0.92503 2.74265
C 2.27500 3.78990 1.54842
C 1.63087 5.64735 0.12369
C -2.51890 3.69755 -4.09572
C -2.60413 -0.93803 -1.51190
C 1.03115 1.21798 -2.34698
H -0.88371 2.32921 -4.09148
H -2.47349 -1.92774 2.77971
H -2.64243 -2.64012 0.45762
H 2.83780 2.20507 -1.65746
H -2.05286 3.96403 -0.25379
H 2.08821 -1.66134 -0.37927
H 1.67021 6.70519 -0.09890
H -0.72876 -1.86755 2.71066
H -1.45466 0.32379 2.56387
H 4.32141 0.96037 -3.16873
H 4.08611 -2.92044 3.20308
H 3.38316 -0.68943 -4.75170
H -3.81208 5.25763 -1.36910
H 2.84858 5.82905 1.87819
H 2.81896 3.41362 2.40641
H -2.80631 1.94571 0.29657
H 3.89314 -2.94463 0.70811
H 0.07110 -2.38082 -0.27770
H -0.56053 0.12099 -3.34104
H -1.25846 -3.51728 1.05418
H -3.65864 -0.82446 1.25230
H -3.58005 0.65619 2.17645
H -1.77969 -2.93237 -1.77226
H -0.70370 -1.63482 -2.28179
H -2.61823 3.67712 -5.17276
H -4.11348 5.10144 -3.81642
H -4.12045 0.96750 -0.34516
H 0.37526 5.18773 -1.55966
H 0.95181 -1.10253 -4.83453
H -3.44638 -1.31902 -0.93769
H -2.98114 -0.73921 -2.51548
H 2.28783 1.13157 0.31082
H 1.74679 1.27130 1.82760
H -2.10783 1.04233 -1.62368
H 0.69561 -0.31301 3.30376
*
```

Its LUMO energy (spin up / spin down) is -0.497 / -0.512 Ha. As for the HOMO energy (spin up / spin down): -20.31 / -20.30 eV.


[4]
# C29H35F3N4O2P2Zn

A molecular structure, C29H35F3N4O2P2Zn in a non-equilibrium geometry (ωB97M-V/def2-TZVPD, the OMol25 dataset).

The geometry in ORCA input format:
```
! wB97M-V def2-TZVPD RIJCOSX def2/J DEFGRID3
* xyz 0 1
Zn 0.42280 -0.95082 5.47240
P 0.34889 2.13025 -2.52661
P -2.31529 0.72195 -2.83370
F 3.13507 -0.24563 9.13591
F 2.11495 -2.08065 9.79199
F 4.07413 -2.20352 8.78734
O 1.87508 -2.82914 7.02866
O 1.86888 -0.56092 6.81616
N 1.66214 0.99750 -2.73461
N -3.84078 1.39378 -3.50314
N 1.33758 3.57707 -2.75311
N -2.80573 -0.93907 -3.00979
C -3.27399 -1.62517 -4.13913
C -2.72789 -3.15110 -2.53515
C -1.25141 -1.32992 6.40107
C 2.18658 -0.48339 3.46709
C -2.48414 -1.88735 -2.02379
C -4.31891 1.47806 -4.81506
C 2.62365 5.22129 -3.65405
C -5.48157 2.24778 -4.83244
C -4.72687 2.11428 -2.68880
C 1.69792 5.82022 -2.72965
C -0.00154 -2.80517 3.45430
C 3.06307 -0.68416 -2.15354
C -0.33531 2.03938 -4.26091
C -1.28462 0.84196 -4.37975
C -5.74218 2.64283 -3.47880
C 2.14640 -1.67369 7.41037
C 2.11932 0.20714 -1.66968
C 2.33013 0.58390 -3.89271
C 2.59327 -2.98884 3.57848
C -0.07606 -0.60158 2.19554
C -3.23304 -2.99018 -3.87226
C -0.59599 -1.62701 3.15861
C 2.88303 -1.53817 8.79914
C 1.46130 -0.43354 2.15372
C 1.26028 -3.34041 2.85958
C 2.79990 -1.56651 3.98137
C 2.37903 3.84959 -3.65248
C 3.19347 -0.45364 -3.56316
C 0.92923 4.79979 -2.19129
H -1.57261 -1.39452 3.60187
H -6.57793 3.23648 -3.13562
H -0.52824 0.37384 2.44248
H -1.83683 -2.09354 5.87462
H 0.45223 1.99249 -5.01977
H 2.14341 1.04844 -4.85153
H 2.69667 -3.61255 4.48443
H -3.80753 0.99856 -5.63579
H -0.72414 -0.09851 -4.47433
H -2.55173 -4.08491 -2.02441
H 0.12747 4.81149 -1.47766
H 1.17917 -4.43920 2.91913
H -6.07131 2.49486 -5.70491
H 3.60920 -1.41031 -1.57211
H 1.71993 0.36858 -0.68382
H -0.94902 -1.65449 7.40597
H 3.36131 5.74050 -4.24691
H 3.84421 -0.97579 -4.24784
H -4.54298 2.17950 -1.63402
H -1.73655 -0.34407 6.40395
H 1.34367 -3.06858 1.79960
H 1.67138 0.55998 1.72134
H 2.28767 0.48164 3.98689
H -3.58769 -1.09594 -5.02430
H -0.47104 -3.46196 4.19804
H 3.43140 -3.28138 2.92026
H -0.42371 -0.84740 1.17588
H 3.52397 -1.43629 4.79533
H 1.60625 6.87332 -2.50734
H -0.86621 2.98609 -4.44104
H -2.10214 -1.54938 -1.07810
H 1.88582 -1.17786 1.46681
H -3.51147 -3.78362 -4.54831
H -1.89499 0.92616 -5.28419
H 2.86158 3.06115 -4.20271
*
```

Its LUMO energy is -0.007 Ha. As for the HOMO energy: -8.66 eV.


[5]
# C29H35F4N3O3P2PtS

A molecular structure, C29H35F4N3O3P2PtS in a non-equilibrium geometry (ωB97M-V/def2-TZVPD, the OMol25 dataset).

The geometry in ORCA input format:
```
! wB97M-V def2-TZVPD RIJCOSX def2/J DEFGRID3
* xyz 2 1
Pt 0.15393 0.07692 -0.01752
S -1.18151 0.22079 -3.86702
P 2.29802 -0.39561 1.13436
P 0.98308 -1.80936 -1.27759
F -3.34096 -0.71801 5.83164
F -2.12469 1.09913 4.40596
F -2.05494 -4.05402 2.80050
F -0.83896 -2.29920 1.33264
O -0.22096 1.13823 -4.39836
O -1.21471 -1.10528 -4.41409
O -2.23331 0.16803 -0.33535
N -0.86028 0.46341 1.93239
N -0.99893 0.09951 -2.19479
N 0.28328 2.46467 0.20457
C -2.15412 0.30693 -1.58100
C 1.42000 2.49416 -2.08588
C 1.31249 3.03710 1.11083
C -0.15710 -2.90292 -2.12940
C 2.22747 -0.01029 2.90265
C 2.72473 3.14686 0.56437
C 2.94235 -2.96160 2.06280
C -2.81030 0.91614 -3.77242
C 1.83126 -4.22081 -0.14189
C 0.32393 3.04488 -1.16935
C 1.81062 -2.83371 -0.04846
C -2.74189 -2.42693 4.34705
C -2.73838 -1.09232 4.71683
C -4.81447 2.00263 -4.37588
C -1.43674 -0.45585 2.72585
C -3.23207 0.82311 -2.45418
C -5.26132 1.89556 -3.06290
C -2.07712 -2.78892 3.18741
C -4.47016 1.30832 -2.08023
C 2.18434 -1.31677 -2.53322
C -1.20254 1.87548 2.10455
C -3.57266 1.50152 -4.75803
C 2.96304 -4.34807 1.97372
C 2.40883 -4.97777 0.86948
C 4.00929 0.03106 0.68787
C -1.42802 -1.85964 2.41791
C -2.12042 -0.13706 3.95335
C 2.35208 -2.20656 1.05509
C -1.03080 2.66412 0.82582
H 1.65219 -0.78856 -3.32765
H -6.23480 2.28776 -2.79828
H -3.21977 1.57905 -5.77839
H 3.05310 2.21888 0.10377
H -0.59071 2.30264 2.90538
H 4.17404 -0.04517 -0.38631
H 0.42679 4.13235 -1.08281
H 1.69413 1.48412 -1.78522
H -1.79805 2.35597 0.12655
H 2.64301 -2.22004 -2.93900
H 4.65649 -0.68411 1.19678
H -3.25614 -3.16860 4.94643
H -0.64571 2.84637 -1.62313
H 0.41368 -3.68892 -2.62528
H 2.27291 1.07078 3.03847
H 2.31181 3.11609 -2.09524
H 1.30276 -0.38233 3.34196
H -0.69042 -2.33965 -2.88923
H 3.08248 -0.44862 3.41471
H 3.39335 3.38319 1.39515
H -2.23766 1.99244 2.41040
H 1.31897 2.42804 2.01327
H -0.86613 -3.33760 -1.42455
H 0.98268 4.04167 1.39956
H 3.40150 -4.93103 2.77359
H 2.42180 -6.05764 0.79526
H 3.38065 -2.48889 2.93336
H 2.81594 3.95160 -0.16085
H 2.95788 -0.66592 -2.13006
H -1.19089 3.72385 1.05568
H 1.40712 -4.72674 -0.99929
H -4.80320 1.24015 -1.05296
H 4.25161 1.03952 1.01473
H 1.04551 2.43533 -3.10095
H -5.43833 2.48617 -5.11595
*
```

Its LUMO energy is -0.344 Ha. As for the HOMO energy: -13.75 eV. The energy above the lowest of the compared OMol25 structures with the same formula, charge and spin comes out at 74.47 kcal/mol.


[6]
# C29H35FN4O6S

3 unconnected molecules or ions with the total composition C29H35FN4O6S in a non-equilibrium geometry (ωB97M-V/def2-TZVPD, the OMol25 dataset).

The geometry in ORCA input format:
```
! wB97M-V def2-TZVPD RIJCOSX def2/J DEFGRID3
* xyz 0 1
S 2.13975 2.86229 2.13120
F 5.63864 3.60965 0.14989
O -1.31127 -1.61353 5.08780
O -5.21252 -5.43639 -2.46214
O -0.54979 2.19141 0.14454
O -5.04556 -4.56908 -0.49063
O -3.29368 -2.33195 5.55984
O -0.07323 0.03767 -0.20586
N 0.09402 0.50184 -4.88602
N -2.42940 -1.98693 4.76853
N -4.77602 -5.41966 -1.32304
N 2.65469 0.48916 -2.39100
C 2.49957 1.47171 0.96353
C -4.02497 -2.42917 2.93673
C -2.08886 -1.74330 1.05134
C -2.18699 -8.55548 -0.15156
C -2.67195 -8.50848 -1.45401
C 0.72968 4.90824 -0.66623
C -3.51639 -7.47725 -1.84455
C -3.86743 -6.49813 -0.92240
C -3.37868 -6.53207 0.37884
C -4.32228 -2.48802 1.58152
C -2.75446 -2.02891 3.33932
C 1.10362 3.90093 -1.84277
C -3.35405 -2.14970 0.64101
C 1.81805 1.62196 -0.47574
C 2.62327 1.94932 -2.73897
C 4.84523 2.98673 -0.85427
C 3.52012 2.94497 3.37789
C 2.23208 2.82265 -1.43602
C 2.24196 0.24379 -1.16491
C -2.43003 4.77033 1.19139
C 1.79767 2.18600 -4.09264
C -1.71691 5.19762 0.28866
C 3.16862 2.13384 4.72663
C 3.44847 3.73908 -0.96946
C 0.29362 1.34289 -0.16390
C -2.53690 -7.56808 0.76253
C 0.36808 1.50523 -4.10811
C -1.78514 -1.67937 2.40533
C -0.76175 5.47702 -0.93985
H 1.48860 5.75191 -0.59467
H 1.78067 3.28138 -4.40729
H 3.55839 4.54647 -1.77086
H 2.04374 0.53423 1.43234
H -1.33759 -1.47864 0.31504
H 0.67468 4.40066 0.33941
H 1.55359 4.53614 -2.67889
H -2.39395 -9.27907 -2.16400
H 0.94005 0.26577 -5.42723
H -3.89083 -7.45228 -2.86088
H 2.31958 2.60652 5.30098
H -1.53365 -9.36656 0.15283
H 0.13664 3.40756 -2.17138
H -3.64482 -5.76762 1.09968
H 3.69392 2.09174 -3.12118
H -3.32214 4.38799 1.74270
H 4.08795 2.14616 5.39572
H -0.51551 1.86876 -3.48757
H 3.27730 4.28182 0.00462
H -3.58720 -2.20412 -0.41722
H 2.22056 -0.79252 -0.72679
H 2.99088 -0.30039 -2.94844
H 4.48507 2.50490 2.96295
H 5.39276 3.16558 -1.84228
H -5.30726 -2.80116 1.25629
H 3.71311 4.01274 3.72077
H -4.78538 -2.69787 3.66024
H -0.72389 6.59848 -1.06211
H 2.97366 1.04289 4.47028
H 3.61843 1.27688 0.93485
H -0.79643 -1.36134 2.71304
H -2.15520 -7.60797 1.77640
H 4.76851 1.86120 -0.75524
H -1.25617 4.99669 -1.83213
H 2.40303 1.66426 -4.91242
*
```

Its LUMO energy is -0.028 Ha. As for the HOMO energy: -8.54 eV. The energy above the lowest of the compared OMol25 structures with the same formula, charge and spin comes out at 0.00 kcal/mol.